1.
The following is a quantum chemistry calculation of C36H40BNP2Pb as an isolated structure, from OMol25.

Computed properties:
- Total energy: -63947.61828 eV
- LUMO: -7.91 eV
- Total charge: +2
- HOMO-LUMO gap: 4.4 eV

Last column: Mulliken charge in e.
Cartesian coordinates (Å):
Pb1 -0.0185 1.4784 0.2400  0.884
C1 -1.7682 1.3580 -3.0103  -0.642
C2 -1.7809 0.0639 -2.6406  0.358
C3 -1.2199 -1.0698 -3.4697  -0.775
C4 0.1312 -0.7303 -4.1608  -1.797
C5 0.9721 0.1837 -3.3345  0.076
C6 1.0047 1.5131 -3.4113  -0.466
C7 0.1347 2.3873 -4.2399  -1.061
C8 -1.3142 1.8995 -4.3079  -1.110
C9 1.6903 0.4526 2.5972  -1.641
H1 -2.2764 2.0859 -2.3737  0.675
H2 -2.4534 -0.2543 -1.8310  0.981
H3 -1.9977 -1.3407 -4.2319  0.465
H4 -1.0949 -1.9588 -2.8152  0.094
H5 0.6490 -1.6775 -4.2831  0.531
H6 -0.0517 -0.3336 -5.1700  0.322
H7 1.7692 -0.3150 -2.7877  1.172
H8 1.9336 1.9868 -3.1184  0.318
H9 0.5383 2.4972 -5.2779  0.421
H10 0.1551 3.4115 -3.8300  0.323
H11 -1.9634 2.7270 -4.5773  0.488
H12 -1.4440 1.1109 -5.0578  0.341
H13 0.9836 1.3627 3.0250  0.282
H14 2.6813 0.6504 2.9905  0.757
H15 1.3460 -0.4029 3.1966  0.409
P1 -1.5727 -0.8006 0.9286  1.835
P2 2.2764 -0.0848 0.9073  2.532
C10 -0.2969 -1.1848 -0.3254  -0.741
C11 1.0583 -0.7312 -0.3740  -1.476
C12 -2.4375 -2.3159 1.3555  0.124
C13 -2.8247 -3.1149 0.2765  -0.203
C14 -3.6207 -4.2435 0.4978  -0.792
C15 -4.0320 -4.5501 1.8162  -0.559
C16 -3.6500 -3.7269 2.8815  -0.632
C17 -2.8421 -2.6091 2.6785  -0.435
C18 -2.7481 0.4958 0.3600  0.253
C19 -2.3607 1.8023 -0.2046  0.150
C20 -3.3366 2.8538 -0.1544  -0.987
C21 -4.6904 2.5143 -0.1799  -0.501
C22 -5.0836 1.1973 0.1166  -0.674
C23 -4.1207 0.2135 0.4495  -0.609
C24 3.6860 -1.1646 1.0726  0.233
C25 3.4434 -2.4723 1.5281  -0.536
C26 4.5136 -3.3019 1.8636  -0.720
C27 5.8314 -2.8444 1.7212  -0.472
C28 6.0782 -1.5451 1.2392  -0.770
C29 5.0012 -0.7138 0.9080  -0.270
C30 2.9453 1.5336 0.3509  -0.636
C31 3.0266 2.6597 1.2147  -0.654
C32 3.1728 3.9691 0.7051  -0.783
C33 3.2549 4.1869 -0.6792  -0.604
C34 3.2043 3.0883 -1.5278  -0.559
C35 3.1000 1.7786 -1.0339  -0.327
H16 -0.4980 -2.0631 -0.9916  1.046
H17 1.5637 -1.1678 -1.2528  0.960
H18 -2.4863 -2.8632 -0.7341  0.266
H19 -3.9278 -4.8720 -0.3254  0.459
H20 -4.6967 -5.4100 1.9915  0.387
H21 -4.0099 -3.9722 3.8919  0.446
H22 -2.5052 -1.9804 3.4987  0.397
H23 -1.6242 1.9072 -1.1641  -0.326
H24 -2.9855 3.9015 -0.2941  0.416
H25 -5.4419 3.2670 -0.4689  0.427
H26 -6.1345 0.9223 0.0862  0.470
H27 -4.4286 -0.7930 0.6996  0.431
H28 2.4161 -2.7901 1.7314  0.379
H29 4.3230 -4.3109 2.2393  0.407
H30 6.6752 -3.5319 1.8992  0.393
H31 7.1018 -1.1978 1.1175  0.433
H32 5.1989 0.3250 0.6259  0.367
H33 2.8903 2.5596 2.2885  0.424
H34 3.2073 4.8338 1.3746  0.461
H35 3.3444 5.2093 -1.0816  0.457
H36 3.1908 3.2828 -2.6257  0.530
H37 3.0102 0.9567 -1.7292  0.971
B1 -1.3488 -0.2356 5.8770  0.051
C36 -1.4480 0.3373 4.3913  0.099
N1 -1.3190 0.8241 3.3213  -0.620
H38 -2.1726 0.0927 6.6866  -0.093
H39 -0.2928 0.2373 6.3432  -0.113
H40 -1.1835 -1.4437 6.0909  -0.114

Forces on atoms 1 to 6 (eV/Å):
Pb -0.183 2.262 1.600
C -0.884 -0.568 0.223
C -0.884 -0.046 -0.611
C -0.604 -0.038 -0.126
C -0.977 -0.392 0.165
C 0.793 -0.043 -0.663

2.
The following is a quantum chemistry calculation of C5H7ClN3O2 as an isolated structure, from OMol25.

Computed properties:
- Total energy: -26384.81867 eV
- Relative energy (zero: lowest compared OMol25 entry of this formula, charge and spin): 34.54 kcal per mole
- LUMO: 2.74 eV
- Total charge: -1
- HOMO-LUMO gap: 6.7 eV

Last column: natural (NBO) charge in e.
Cartesian coordinates (Å):
C1 1.7020 0.4154 0.6552  0.120
C2 0.2917 1.6539 0.1052  0.646
C3 0.8859 -0.8270 0.8385  0.590
C4 -1.8458 0.9695 -0.9481  -0.427
C5 -1.4357 -1.5874 0.2183  -0.409
N1 -0.7182 0.7562 -0.0152  -0.309
N2 -0.4427 -0.5878 0.3903  -0.276
N3 2.8398 0.9375 0.5667  -0.503
O1 0.4050 2.8065 -0.1263  -0.590
O2 1.2490 -1.8651 1.3424  -0.568
Cl1 4.7932 -0.7003 -0.7967  -0.937
H1 -2.8079 0.3905 -0.5927  0.183
H2 -1.8761 2.0256 -0.8910  0.236
H3 -1.7631 0.6050 -2.0368  0.194
H4 -2.2871 -1.1501 -0.3696  0.203
H5 -0.9060 -2.4279 -0.2381  0.228
H6 -1.7931 -1.8211 1.1599  0.196
H7 3.7093 0.4065 0.7379  0.424

Forces on atoms 1 to 6 (eV/Å):
C -1.488 4.040 -1.453
C 3.387 -4.662 1.873
C -0.530 0.159 -0.240
C -0.858 -2.147 0.106
C 0.257 0.601 -1.622
N -1.845 -0.283 -1.378

3.
The following is a quantum chemistry calculation of C28H50HgN3O2P2 as an isolated structure, from OMol25.

Computed properties:
- Total energy: -61157.26182 eV
- LUMO: -2.24 eV
- Total charge: +1
- HOMO-LUMO gap: 6.4 eV

Last column: Mulliken charge in e.
Cartesian coordinates (Å):
Hg1 0.1741 -0.1317 0.0781  2.361
P1 1.0047 -0.0923 -2.2394  -0.055
P2 -1.1896 -0.5040 2.0913  -0.092
N1 -1.1364 -1.7451 -0.7415  -0.334
C1 0.0531 -1.5271 -2.8940  -0.770
H1 -0.1082 -1.4650 -3.9803  0.384
H2 0.6568 -2.4282 -2.6955  0.507
C2 -1.3097 -1.7064 -2.1803  -0.923
H3 -2.0208 -0.8970 -2.4864  0.034
H4 -1.7820 -2.6462 -2.5497  0.482
C3 -2.3943 -1.9143 -0.0395  -0.595
H5 -2.8932 -2.8646 -0.3415  0.518
H6 -3.1298 -1.1135 -0.3136  -0.230
C4 -2.1665 -1.9467 1.4923  -0.960
H7 -1.5764 -2.8489 1.7257  0.526
H8 -3.1347 -2.0399 2.0059  0.416
C5 -2.4093 0.7943 2.5402  1.476
C6 -1.7643 2.1705 2.7087  -1.653
H9 -2.5712 2.9142 2.7644  0.518
H10 -1.1270 2.4323 1.8575  0.173
H11 -1.1811 2.2477 3.6356  0.339
C7 -0.0879 -1.0111 3.4697  0.890
C8 0.6635 0.1717 4.0931  -1.308
H12 1.4281 -0.2316 4.7698  0.499
H13 0.0079 0.8098 4.6991  0.281
H14 1.1762 0.7841 3.3393  0.144
C9 2.8002 -0.4708 -2.2356  0.965
C10 3.6563 0.7328 -1.8210  -1.349
H15 4.6832 0.3780 -1.6633  0.500
H16 3.3121 1.1855 -0.8814  0.151
H17 3.7021 1.5018 -2.6025  0.278
C11 0.5420 1.3456 -3.2841  0.846
C12 0.9481 2.6803 -2.6589  -1.511
H18 0.4550 3.4808 -3.2269  0.533
H19 2.0302 2.8566 -2.7139  0.302
H20 0.6207 2.7576 -1.6177  0.107
C13 1.6483 1.5057 0.9768  -0.003
C14 -0.8105 -1.8769 4.4998  -1.487
H21 -1.5185 -1.3000 5.1038  0.245
H22 -1.3318 -2.7231 4.0383  0.322
H23 -0.0632 -2.2908 5.1855  0.488
C15 3.2610 -1.1129 -3.5434  -1.502
H24 4.2860 -1.4736 -3.4045  0.484
H25 2.6469 -1.9770 -3.8210  0.329
H26 3.2794 -0.3990 -4.3734  0.251
C16 1.0549 1.2334 -4.7186  -1.639
H27 0.5557 2.0032 -5.3207  0.449
H28 2.1320 1.4335 -4.7855  0.285
H29 0.8380 0.2659 -5.1860  0.332
C17 -3.2408 0.4292 3.7692  -1.601
H30 -2.6659 0.5347 4.6984  0.285
H31 -4.0784 1.1353 3.8368  0.441
H32 -3.6702 -0.5784 3.7232  0.345
H33 -3.0870 0.8472 1.6676  -0.449
H34 -0.5619 1.3102 -3.3052  0.188
H35 0.6623 -1.6466 2.9646  0.282
H36 2.8919 -1.2301 -1.4385  0.199
O1 1.9684 2.5804 1.2439  -0.247
H37 1.7462 -2.6613 0.3420  0.225
H38 2.0609 -2.1010 0.7335  -0.252
C18 -3.9465 5.6812 -1.2541  -1.232
N2 -2.9069 4.6931 -1.0010  -0.046
N3 -3.0992 3.3534 -1.1147  0.638
C19 -1.9590 2.7075 -0.7056  0.246
O2 -1.7659 1.4523 -0.8110  0.030
C20 -1.0908 3.7147 -0.1999  -0.559
C21 -1.7200 4.9309 -0.3912  -0.212
C22 -1.2864 6.2952 -0.0241  -1.767
C23 -4.2039 2.7253 -1.7521  0.408
C24 -4.7445 3.2620 -2.9206  -0.214
C25 -5.8415 2.6231 -3.5031  -0.765
C26 -6.3150 1.4200 -2.9530  -0.515
C27 -5.6868 0.8335 -1.8394  -0.878
C28 -4.6140 1.4874 -1.2409  0.232
H39 -4.1671 6.2363 -0.3344  0.334
H40 -4.8656 5.1892 -1.5786  0.667
H41 -3.6127 6.4006 -2.0157  0.310
H42 -0.1348 3.5056 0.2313  -0.003
H43 -1.2121 6.9592 -0.8988  0.332
H44 -1.9645 6.7819 0.6956  0.358
H45 -0.2950 6.2409 0.4420  0.422
H46 -4.2858 4.1391 -3.3838  0.624
H47 -6.3148 3.0636 -4.3840  0.388
H48 -7.1815 0.9197 -3.3915  0.382
H49 -6.0067 -0.1252 -1.4271  0.431
H50 -4.0340 1.0404 -0.4328  -0.030

Forces on atoms 1 to 6 (eV/Å):
Hg -1.608 -0.141 -0.860
P -0.413 0.117 0.197
P -0.063 0.162 -0.492
N -0.462 -0.832 -0.226
C -0.080 -0.385 0.046
H 0.223 0.112 0.259

4.
The following is a quantum chemistry calculation of one molecule with the formula C6H6OS2, from OMol25.

Computed properties:
- Total energy: -30036.13950 eV
- Relative energy (zero: lowest compared OMol25 entry of this formula, charge and spin): 26.63 kcal per mole
- LUMO: -0.67 eV
- HOMO-LUMO gap: 8.1 eV

Last column: natural (NBO) charge in e.
Cartesian coordinates (Å):
O1 -2.5814 0.0779 -1.7178  -0.535
C1 -1.3961 0.2825 -1.7975  0.454
S1 -0.3317 0.6322 -3.3345  0.048
S2 1.5911 0.0555 -2.3139  0.259
C2 0.7993 0.0899 -0.7932  -0.099
C3 -0.5712 0.2657 -0.6625  -0.214
C4 -0.9557 0.0869 0.7880  -0.427
C5 0.3195 -0.3500 1.5750  -0.391
C6 1.4847 -0.1324 0.5424  -0.447
H1 -1.6300 0.9198 1.2113  0.230
H2 -1.7412 -0.7170 0.7908  0.230
H3 0.3113 0.2610 2.5819  0.222
H4 0.3626 -1.3618 1.8160  0.213
H5 2.1076 0.8239 0.9053  0.232
H6 2.2314 -0.9342 0.4086  0.228

Forces on atoms 1 to 6 (eV/Å):
O 0.214 0.465 -1.358
C -0.636 -0.110 -0.225
S 0.819 -0.968 1.284
S -2.084 0.817 -0.891
C -1.832 0.589 0.983
C 4.200 -0.395 1.660

5.
The following is a quantum chemistry calculation of a 10-piece molecular cluster, C10H40N20O10 overall, from OMol25.

Computed properties:
- Total energy: -61306.72612 eV
- Relative energy (zero: lowest compared OMol25 entry of this formula, charge and spin): 24.04 kcal per mole
- LUMO: -0.26 eV
- HOMO-LUMO gap: 8.3 eV

Last column: Mulliken charge in e.
Cartesian coordinates (Å):
N1 0.1386 18.8939 18.1038  -0.369
C1 -0.4147 18.0879 17.1248  0.506
N2 -0.9743 16.9480 17.6031  -0.060
O1 -0.4149 18.4145 15.9490  -0.669
H1 0.4677 19.7896 17.7954  0.209
H2 0.5069 18.5156 18.9552  0.170
H3 -0.8000 16.5604 18.5149  0.207
H4 -1.4392 16.3073 16.9780  0.092
N3 1.4961 13.6232 20.1650  -0.052
C2 1.9958 12.9200 19.0864  0.503
N4 3.3608 12.9258 18.9868  -0.434
O2 1.2626 12.4287 18.2429  -0.668
H5 2.0567 13.7753 20.9828  0.224
H6 0.6117 14.0897 20.0691  -0.028
H7 3.7794 12.6016 18.1356  0.251
H8 3.8394 13.5309 19.6269  0.183
N5 -2.6996 12.4700 15.5558  -0.368
C3 -2.0265 13.5280 14.9993  0.517
N6 -1.7527 13.4311 13.6657  -0.491
O3 -1.6069 14.4337 15.6992  -0.524
H9 -2.8986 11.6236 15.0583  0.192
H10 -2.6694 12.4672 16.5630  0.175
H11 -1.1359 14.1246 13.2818  0.237
H12 -2.4200 13.0315 13.0303  0.198
N7 -2.3575 7.9607 23.9530  -0.495
C4 -2.3592 8.4060 22.6694  0.562
N8 -3.0966 7.6996 21.7690  -0.367
O4 -1.8879 9.5070 22.3677  -0.699
H13 -1.9050 8.5259 24.6469  0.250
H14 -2.6317 7.0047 24.0894  0.178
H15 -3.2250 8.0881 20.8521  0.244
H16 -3.7367 6.9960 22.0924  0.206
N9 -0.1216 16.8510 22.4120  -0.524
C5 -0.9131 16.0032 21.6798  0.526
N10 -1.3521 14.8979 22.3537  -0.217
O5 -1.2223 16.2402 20.5241  -0.546
H17 0.3029 17.5603 21.8371  0.221
H18 0.4454 16.5583 23.1883  0.208
H19 -1.8440 14.1913 21.8220  0.099
H20 -0.9828 14.7441 23.2734  0.172
N11 -1.7411 11.3462 20.1838  0.361
C6 -2.1090 12.5766 19.7782  0.597
N12 -1.5000 13.0484 18.6526  0.343
O6 -2.9424 13.2558 20.3982  -0.738
H21 -2.1628 10.9319 20.9992  0.055
H22 -1.0131 10.8451 19.6987  -0.086
H23 -1.5658 14.0556 18.5910  -0.239
H24 -0.5693 12.6606 18.5041  -0.002
N13 1.3224 7.3950 18.5013  -0.436
C7 0.2822 8.1780 18.9642  0.617
N14 -0.0701 7.9275 20.2564  -0.146
O7 -0.2804 9.0097 18.2856  -0.556
H25 1.6808 7.5026 17.5724  0.233
H26 1.5656 6.5855 19.0424  0.158
H27 -0.5479 8.6885 20.7166  0.005
H28 0.2036 7.2213 20.9150  0.149
N15 -5.8990 10.6137 21.6855  -0.215
C8 -6.9689 9.7629 21.7220  0.584
N16 -6.6896 8.4525 21.3883  -0.366
O8 -8.0989 10.1184 21.9932  -0.627
H29 -5.0019 10.3322 21.3397  0.114
H30 -6.0710 11.5626 21.9608  0.153
H31 -5.7921 8.1942 21.0307  0.162
H32 -7.3824 7.7848 21.6676  0.203
N17 1.1597 10.5819 21.7298  -0.100
C9 1.7478 11.4414 22.6235  0.406
N18 3.0983 11.6274 22.4418  -0.374
O9 1.1360 11.8989 23.5732  -0.666
H33 1.6241 10.0792 20.9982  0.151
H34 0.1992 10.4034 21.9853  0.083
H35 3.5215 11.1559 21.6638  0.195
H36 3.5751 12.3301 22.9724  0.246
N19 -5.4264 15.9432 20.1483  -0.332
C10 -5.3039 15.8583 18.7769  0.515
N20 -4.2612 15.0860 18.3798  -0.041
O10 -6.0607 16.4522 18.0254  -0.684
H37 -6.0334 16.6457 20.5193  0.183
H38 -5.0478 15.2090 20.7188  0.185
H39 -4.0145 15.0258 17.4101  0.071
H40 -3.7049 14.6664 19.1121  0.021

Forces on atoms 1 to 6 (eV/Å):
N -0.001 0.227 -0.043
C 0.148 -0.203 -0.017
N -0.188 -0.813 -0.129
O -0.265 0.145 0.185
H 0.234 -0.109 -0.076
H -0.173 -0.042 0.070